{"formula": "C39H54BF4N8S3Sn", "method": "ωB97M-V/def2-TZVPD", "species": ["Sn", "C", "C", "C", "C", "N", "N", "B", "N", "N", "C", "C", "C", "C", "C", "S", "C", "C", "C", "C", "N", "N", "C", "C", "C", "C", "C", "S", "C", "C", "C", "C", "C", "S", "C", "C", "C", "C", "H", "H", "H", "H", "H", "H", "H", "H", "H", "H", "H", "H", "H", "H", "H", "H", "H", "H", "H", "H", "H", "H", "H", "H", "H", "H", "H", "H", "H", "H", "H", "H", "H", "H", "H", "H", "H", "H", "H", "C", "C", "N", "C", "C", "C", "C", "N", "C", "C", "F", "C", "F", "C", "C", "F", "C", "F", "H", "H", "H", "H", "H", "H", "H", "H", "H", "H", "H", "H", "H", "H", "H"], "positions_angstrom": [[1.4899, -0.9736, 1.7339], [2.8243, -3.2516, -2.7910], [1.6426, -2.3634, -2.6503], [0.5825, -2.3878, -3.5185], [-0.5540, -1.5898, -3.2515], [-0.6054, -0.8575, -2.1748], [0.4327, -0.7739, -1.3512], [0.1351, 0.1528, -0.2150], [0.7041, 1.5302, -0.3699], [0.3581, 2.0139, -1.5673], [0.7117, 3.2099, -1.9435], [1.4942, 4.0258, -1.0933], [1.8819, 3.5471, 0.1264], [2.7309, 4.3413, 1.0484], [1.4709, 2.2291, 0.5070], [1.9806, 1.6479, 2.0112], [0.2263, 3.6641, -3.3067], [0.6770, 5.0841, -3.6529], [0.7565, 2.6851, -4.3639], [-1.3068, 3.6150, -3.2939], [-1.2413, 0.0135, 0.2941], [-2.0300, 1.0715, 0.0879], [-3.3046, 1.0146, 0.3422], [-3.8667, -0.1104, 0.9929], [-3.0692, -1.1812, 1.2835], [-3.5526, -2.3614, 2.0466], [-1.7224, -1.1592, 0.8146], [-0.7751, -2.5439, 0.9096], [-4.1331, 2.1610, -0.1960], [-4.3236, 1.8392, -1.6896], [-5.5051, 2.2924, 0.4689], [-3.3547, 3.4707, -0.0480], [1.5766, -1.4672, -1.5434], [2.9008, -1.2892, -0.4953], [-1.7862, -1.5224, -4.1296], [-1.9274, -0.0836, -4.6427], [-3.0000, -1.8672, -3.2584], [-1.7056, -2.4780, -5.3188], [2.7352, -3.8810, -3.6714], [2.9107, -3.8795, -1.9026], [3.7370, -2.6618, -2.8520], [0.6127, -3.0339, -4.3786], [1.7984, 5.0083, -1.4135], [2.9046, 5.3385, 0.6552], [3.6880, 3.8380, 1.1813], [2.2657, 4.4049, 2.0303], [1.7592, 5.1599, -3.7199], [0.3137, 5.8071, -2.9270], [0.2656, 5.3566, -4.6208], [1.8382, 2.7612, -4.4533], [0.3167, 2.9125, -5.3323], [0.4963, 1.6657, -4.0926], [-1.7096, 4.3637, -2.6162], [-1.6325, 2.6332, -2.9670], [-1.7009, 3.8038, -4.2889], [-4.9054, -0.1199, 1.2741], [-4.5413, -2.1780, 2.4569], [-2.8614, -2.5946, 2.8560], [-3.5846, -3.2396, 1.4057], [-4.8807, 0.9129, -1.8179], [-3.3544, 1.7294, -2.1668], [-4.8665, 2.6435, -2.1793], [-6.1550, 1.4583, 0.2175], [-5.9845, 3.2002, 0.1107], [-5.4218, 2.3628, 1.5509], [-2.3402, 3.3369, -0.4096], [-3.3171, 3.7741, 0.9955], [-3.8364, 4.2581, -0.6208], [-1.8949, 0.6113, -3.8103], [-2.8771, 0.0340, -5.1561], [-1.1294, 0.1586, -5.3396], [-3.0417, -1.2056, -2.3978], [-2.9369, -2.8942, -2.9090], [-3.9133, -1.7518, -3.8334], [-0.8744, -2.2256, -5.9741], [-2.6199, -2.4018, -5.9015], [-1.6025, -3.5099, -4.9911], [2.4977, -0.3800, 6.3587], [2.1778, -0.0512, 4.9042], [1.0537, -0.7503, 4.2710], [-0.2461, -0.1074, 4.4621], [-0.8114, -0.1003, 5.8783], [1.0206, -2.1737, 4.5589], [2.2886, -2.8693, 4.0732], [2.8180, -2.2696, 2.8644], [3.7253, -3.0233, 2.1565], [4.9242, -2.4138, 1.7594], [5.0973, -1.1229, 2.0829], [5.9036, -3.1139, 1.0764], [7.0565, -2.5171, 0.7555], [5.7178, -4.4440, 0.7421], [4.5306, -5.0543, 1.1032], [4.3198, -6.3308, 0.7624], [3.5486, -4.3642, 1.7934], [2.3857, -4.9794, 2.0721], [3.3070, 0.2751, 6.6720], [2.8407, -1.4020, 6.4778], [1.6573, -0.2179, 7.0245], [3.0693, -0.2703, 4.3112], [1.9769, 1.0161, 4.8148], [-0.9542, -0.6251, 3.8026], [-0.1532, 0.9242, 4.1087], [-0.8607, -1.1037, 6.2888], [-1.8167, 0.3139, 5.8553], [-0.2145, 0.5275, 6.5302], [0.1624, -2.5966, 4.0260], [0.8959, -2.3820, 5.6252], [2.0590, -3.9291, 3.9531], [3.0717, -2.7806, 4.8344], [6.4788, -4.9879, 0.2077]], "energy_ev": -103120.7833, "multiplicity": 1, "relative_energy_kcal_mol": 29.7, "lumo_energy_ev": -3.000, "total_charge": 1, "gap_ev": 6.7}

=====

{"formula": "C5H11O2P", "method": "ωB97M-V/def2-TZVPD", "species": ["C", "C", "C", "C", "C", "O", "O", "P", "H", "H", "H", "H", "H", "H", "H", "H", "H", "H", "H"], "positions_angstrom": [[0.4736, 0.3587, -1.5965], [-1.0547, 0.2567, -1.4067], [-1.3656, -0.3436, -0.0718], [1.3334, -0.2991, 1.0183], [0.9177, -0.2478, 2.4445], [-1.6599, -0.4757, -2.4491], [-1.9285, 0.3341, 0.9459], [1.1800, 1.1173, -0.0402], [0.8782, -0.6513, -1.7275], [0.7311, 0.9564, -2.4726], [-1.4893, 1.2617, -1.4737], [-1.5297, -1.4063, 0.0019], [1.5891, -1.2603, 0.5903], [1.3796, -1.0543, 3.0114], [-0.1712, -0.3471, 2.5551], [1.1896, 0.7056, 2.8962], [-1.2368, -1.3399, -2.5119], [-1.7196, 1.2777, 0.8734], [2.4828, 1.1572, -0.5867]], "energy_ev": -18743.3059, "multiplicity": 1, "relative_energy_kcal_mol": 69.2, "lumo_energy_ev": [0.097, 0.898], "gap_ev": [7.3, 8.9]}

=====

{"formula": "C2H4N2OS", "method": "ωB97M-V/def2-TZVPD", "species": ["C", "C", "H", "H", "H", "H", "N", "N", "O", "S"], "positions_angstrom": [[-0.7751, 0.8916, -0.0392], [2.3272, -0.6053, 0.1186], [-3.3237, -1.5025, 0.0551], [-1.0260, 2.0193, 0.6254], [2.7740, -1.5340, -0.0252], [2.9949, 0.3470, 0.5572], [-1.4376, -0.1669, -0.4334], [1.0754, -0.3536, -0.4135], [0.6147, 1.0248, -0.3685], [-3.2239, -0.1205, -0.0765]], "energy_ev": -17996.4238, "multiplicity": 1, "relative_energy_kcal_mol": 143.8, "smiles": "C=NO/C=N/S", "lumo_energy_ev": 0.533, "gap_ev": 9.5}

=====

{"formula": "C10H42AsF6N20O11", "method": "ωB97M-V/def2-TZVPD", "species": ["As", "F", "F", "F", "F", "F", "F", "C", "O", "N", "N", "H", "H", "H", "H", "C", "O", "N", "N", "H", "H", "H", "H", "C", "O", "N", "N", "H", "H", "H", "H", "C", "O", "N", "N", "H", "H", "H", "H", "C", "O", "N", "N", "H", "H", "H", "H", "C", "O", "N", "N", "H", "H", "H", "H", "C", "O", "N", "N", "H", "H", "H", "H", "C", "O", "N", "N", "H", "H", "H", "H", "C", "O", "N", "N", "H", "H", "H", "H", "C", "O", "N", "N", "H", "H", "H", "H", "O", "H", "H"], "positions_angstrom": [[0.2523, 1.2028, 0.4653], [0.5378, 1.3795, -1.3257], [-1.5489, 1.0471, 0.1667], [-0.0127, 0.8284, 2.2536], [1.9810, 1.4004, 0.8359], [-0.1807, 2.9314, 0.7456], [0.4308, -0.6001, 0.1607], [3.4482, 3.6525, 2.7610], [4.0147, 4.3739, 3.5902], [3.9957, 2.9995, 1.7472], [2.2036, 3.3268, 2.8693], [4.7350, 3.3844, 1.1768], [3.4392, 2.2782, 1.3112], [1.8236, 3.7287, 3.7144], [1.9124, 2.5259, 2.3272], [-0.7682, -1.9655, -3.1525], [-1.5086, -2.6730, -3.8402], [0.5227, -2.0167, -3.2481], [-1.1054, -0.8902, -2.4855], [0.8290, -2.6771, -3.9482], [1.0968, -1.1902, -3.1615], [-0.5022, -0.6455, -1.7133], [-2.1007, -0.7444, -2.3951], [-4.2594, 0.4012, -2.3582], [-3.8876, -0.7543, -2.3890], [-4.0766, 1.0820, -1.3029], [-4.6455, 1.1667, -3.3691], [-4.5079, 1.9553, -1.0356], [-3.5244, 0.7443, -0.5275], [-5.0727, 0.9525, -4.2589], [-4.2231, 2.0826, -3.3156], [-0.3537, -4.0720, 0.7978], [-0.6106, -5.2539, 0.9427], [-0.4688, -3.2367, 1.7883], [-0.0826, -3.5940, -0.4185], [-0.5292, -2.2335, 1.6882], [-0.2075, -3.5946, 2.6959], [-0.1666, -2.5890, -0.4730], [-0.1286, -4.1744, -1.2438], [-2.3150, 3.7643, -3.0080], [-1.7330, 4.0389, -4.0851], [-3.5708, 4.0999, -2.6891], [-1.6229, 3.3021, -1.9734], [-3.8297, 4.0678, -1.7134], [-4.0004, 4.8706, -3.1806], [-0.6555, 3.0234, -2.0551], [-2.1589, 3.0376, -1.1592], [4.5030, -0.6063, -0.2078], [4.9371, -0.5101, 0.9261], [4.8524, -1.6019, -1.0223], [3.4361, -0.0789, -0.7106], [5.7717, -1.8641, -0.6963], [4.6978, -1.6218, -2.0202], [3.1313, 0.8077, -0.3348], [2.9862, -0.2850, -1.5910], [3.1524, -0.9436, 3.6442], [2.7760, -0.7826, 4.7927], [2.4755, -0.8404, 2.5454], [4.3088, -1.3747, 3.3153], [2.9831, -0.4784, 1.7508], [1.5053, -0.6471, 2.7489], [4.9720, -1.5347, 4.0600], [4.6076, -1.1867, 2.3690], [-1.9127, -1.1478, 4.3048], [-0.7392, -1.3023, 4.2783], [-2.7449, -1.8631, 5.0263], [-2.4836, -0.1157, 3.6912], [-3.7520, -1.7879, 5.0349], [-2.3862, -2.7011, 5.4614], [-1.7173, 0.3571, 3.2337], [-3.4894, -0.0838, 3.6043], [2.8228, 0.5561, -4.3282], [2.2890, 0.1403, -3.2946], [3.9982, 1.2352, -4.2305], [2.2991, 0.5709, -5.5030], [4.5507, 1.5877, -4.9990], [4.4792, 1.0528, -3.3613], [1.3498, 0.2349, -5.5800], [2.8208, 1.0403, -6.2294], [-4.5224, -2.3300, 0.5832], [-5.0117, -2.6856, 1.6506], [-3.6461, -1.4177, 0.4135], [-5.2008, -2.6318, -0.5238], [-3.3920, -1.3002, -0.5569], [-3.2011, -0.9113, 1.1655], [-4.9532, -2.2199, -1.4121], [-5.9773, -3.2395, -0.3050], [0.8375, 0.7821, 5.7042], [1.6174, 0.5098, 5.2207], [0.1048, 0.4752, 5.1702]], "energy_ev": -140526.0015, "multiplicity": 2, "lumo_energy_ev": [-1.405, -6.122], "gap_ev": [7.8, 2.7]}

=====

{"formula": "C5H7NS", "method": "ωB97M-V/def2-TZVPD", "species": ["C", "C", "C", "C", "C", "N", "S", "H", "H", "H", "H", "H", "H", "H"], "positions_angstrom": [[-0.3943, 0.5752, 1.0969], [0.1883, 0.3867, -0.1118], [-0.2173, -0.8676, -0.9096], [-1.1401, -0.6840, 1.5150], [1.1961, 1.3283, -0.7100], [0.3404, -1.2524, -1.9512], [-1.2880, -1.8219, 0.1116], [-0.3338, 1.4550, 1.7381], [-0.5937, -1.0391, 2.3216], [-2.1268, -0.3273, 1.9307], [1.1275, 1.2741, -1.7719], [2.1453, 0.8384, -0.3601], [1.0426, 2.2939, -0.4491], [0.0536, -2.1593, -2.4501]], "energy_ev": -17622.6318, "multiplicity": 1, "relative_energy_kcal_mol": 23.4, "smiles": "[H]/N=C1\\SCC=C1C", "lumo_energy_ev": 0.888, "gap_ev": 9.8}